Entry 1:
Entry from OMol25: a molecular structure, C2H5N5O2 at a distorted geometry (ωB97M-V/def2-TZVPD).

Summary:
- frontier orbital gap (eV) = 10.444
- net charge = 0
- E_HOMO (eV) = -9.8209
- E_LUMO (hartree) = 0.023

Each line ends with the Mulliken charge.
Positions of all 14 atoms, in Å:
C -0.7592 0.7786 2.3639  0.56
C -0.8530 1.3190 0.9099  0.55
N 0.1944 1.6881 0.1778  -0.16
N -0.3175 2.3950 -0.8112  -0.68
N -2.0224 1.8789 0.4174  -0.59
N -1.5252 2.5466 -0.5744  0.50
N 0.8758 -0.8878 0.4358  -0.73
O -0.2637 -0.3836 2.5255  -0.62
O -1.1795 1.6119 3.1158  -0.53
H 0.5032 -1.4324 -0.2828  0.20
H -2.1372 3.1298 -1.1328  0.26
H 0.2511 -0.7304 1.6103  0.56
H 1.6294 -1.4057 0.9185  0.31
H 1.0571 0.0237 0.1736  0.37

Entry 2:
Entry from OMol25: a single C2H5N5O2S molecule at a distorted geometry (ωB97M-V/def2-TZVPD).

Summary:
- frontier orbital gap (eV) = 10.231
- net charge = 0
- E_HOMO (eV) = -9.9388
- E_LUMO (hartree) = 0.011
- SMILES = NS(=O)(=O)Nn1ccnn1

Each line ends with the Mulliken charge.
Positions of all 15 atoms, in Å:
C 2.5279 0.4146 0.5627  -0.66
C 1.1821 0.5757 0.4286  0.34
N 2.9262 -0.7403 -0.0648  -0.33
N 1.9193 -1.2654 -0.6040  -0.52
N 0.8741 -0.4499 -0.3888  0.79
N -2.1316 0.9901 -0.4221  -0.48
N -0.4347 -0.7845 -0.8421  -0.60
O -1.4992 -0.2753 1.6552  -0.52
O -2.6891 -1.3957 -0.2471  -0.61
S -1.7588 -0.4471 0.2555  1.09
H 3.1145 1.1234 1.0795  0.42
H 0.3605 1.2611 0.8627  0.20
H -1.8455 1.7861 0.1468  0.30
H -1.9800 0.9249 -1.4535  0.30
H -0.5658 -1.7177 -0.9686  0.29

Entry 3:
Entry from OMol25: a gas-phase ion, C2H5N6 (charge +1) at a distorted geometry (ωB97M-V/def2-TZVPD).

Summary:
- frontier orbital gap (eV) = 8.769
- net charge = +1
- E_HOMO (eV) = -14.6085
- E_LUMO (hartree) = -0.215
- SMILES = [H]/N=C1N=N/C(=N/[H])N/1[NH3+]

Each line ends with the Mulliken charge.
Positions of all 13 atoms, in Å:
C 0.2583 -0.9302 0.9913  0.49
C -0.4922 -0.7899 -1.1643  0.65
N 0.0913 -2.1552 0.4256  -0.14
N -0.3323 -2.1008 -0.7397  -0.19
N 0.7866 -0.8728 2.1144  -0.44
N -0.9393 -0.3729 -2.2822  -0.51
N -0.1157 0.0338 -0.0591  0.08
N 0.1763 1.3668 0.1213  -0.48
H 1.0931 -0.0132 2.6164  0.22
H -1.0559 0.6104 -2.5000  0.22
H -0.7477 1.9527 0.1189  0.40
H 0.5442 1.6594 -0.7397  0.32
H 0.7333 1.6118 1.0970  0.37

Entry 4:
Entry from OMol25: 2 unconnected molecules or ions with the total composition C2H5N6O2 at a distorted geometry (ωB97M-V/def2-TZVPD).

Summary:
- frontier orbital gap (spin up / spin down) (eV) = 8.194 / 8.198
- net charge = +1
- E_HOMO (spin up / spin down) (eV) = -14.6851 / -14.6873
- E_LUMO (spin up / spin down) (hartree) = -0.239 / -0.238

Each line ends with the Mulliken charge.
Positions of all 15 atoms, in Å:
C 0.6242 -0.8214 2.1794  0.61
C 0.0446 -1.0851 -0.8999  -0.28
N 0.1582 -0.6441 3.4521  -0.14
N 1.0253 -2.0859 2.0614  -0.17
N 0.2860 -1.7019 4.0626  -0.08
N -0.4564 0.0493 -1.1881  0.18
N 0.7471 0.1399 1.2316  -0.22
N 0.0655 1.1881 1.1086  -0.10
O 0.8232 -2.6255 3.2686  0.05
O -1.1715 0.8378 -0.5078  -0.51
H -0.3343 -1.5636 -0.0048  0.35
H 0.6501 -1.7283 -1.6223  0.31
H -0.1172 0.2958 -2.2302  0.33
H -0.8373 1.4847 1.5138  0.33
H 0.4705 1.9784 0.6438  0.34

Entry 5:
Entry from OMol25: 2 unconnected molecules or ions with the total composition C2H5NO at a distorted geometry (ωB97M-V/def2-TZVPD).

Summary:
- frontier orbital gap (spin up / spin down) (eV) = 8.873 / 8.870
- net charge = 0
- E_HOMO (spin up / spin down) (eV) = -9.1238 / -9.1224
- E_LUMO (spin up / spin down) (hartree) = -0.009 / -0.009

Each line ends with the Mulliken charge.
Positions of all 9 atoms, in Å:
C -0.3140 1.1878 0.0274  -0.38
C 0.1370 -1.1025 -0.0506  -0.87
N -0.8208 0.0214 0.0215  0.41
O -2.0282 -0.2818 0.0885  -0.62
H -1.7157 2.5497 -0.0966  0.17
H 0.5751 1.5429 -0.2241  0.33
H 1.1829 -1.0575 0.4515  0.27
H -0.2962 -2.0359 0.2153  0.32
H 0.2907 -1.0906 -1.1295  0.36

Entry 6:
Entry from OMol25: 2 unconnected molecules or ions with the total composition C2H5NO at a distorted geometry (ωB97M-V/def2-TZVPD).

Summary:
- frontier orbital gap (eV) = 11.155
- net charge = 0
- E_HOMO (eV) = -10.2405
- E_LUMO (hartree) = 0.034
- SMILES = C=N.C=O

Each line ends with the Mulliken charge.
Positions of all 9 atoms, in Å:
C 3.3154 -2.2794 -0.6620  -0.21
N 3.8211 -1.2705 -0.0933  -0.47
H 3.4057 -2.5138 -1.7214  0.24
H 2.9035 -3.1045 -0.0687  0.18
H 3.8283 -1.4448 0.9050  0.26
O -3.7653 1.7303 -0.2291  -0.38
C -3.3282 1.9562 0.8580  -0.02
H -2.3678 1.6171 1.2898  0.20
H -3.8836 2.5125 1.6226  0.20

Entry 7:
Entry from OMol25: 2 unconnected molecules or ions with the total composition C2H5NO (ωB97M-V/def2-TZVPD).

Summary:
- frontier orbital gap (eV) = 11.171
- net charge = 0
- E_HOMO (eV) = -10.4473
- E_LUMO (hartree) = 0.027
- SMILES = CN=C=O.[H][H]

Each line ends with the Mulliken charge.
Positions of all 9 atoms, in Å:
C 0.4777 -1.2126 0.0323  -0.69
C -1.5286 0.2317 0.0573  0.58
O -2.6368 0.6241 0.0864  -0.46
N -0.3578 -0.0421 0.0226  -0.25
H 0.3140 -1.7997 0.9411  0.31
H 1.5236 -0.9019 0.0027  0.22
H 0.2756 -1.8410 -0.8407  0.30
H 0.9266 2.9152 -0.1881  0.21
H 0.8493 2.1852 -0.0660  -0.22

Entry 8:
Entry from OMol25: a single C2H5NO molecule (ωB97M-V/def2-TZVPD).

Summary:
- frontier orbital gap (eV) = 10.731
- net charge = 0
- E_HOMO (eV) = -9.8200
- E_LUMO (hartree) = 0.033
- SMILES = CNC=O

Each line ends with the Mulliken charge.
Positions of all 9 atoms, in Å:
C -1.0816 0.0842 0.2826  -0.70
N 0.1161 0.1387 -0.5230  -0.16
C 1.3386 -0.2579 -0.0726  0.07
O 1.5497 -1.0562 0.8158  -0.54
H -0.7699 -0.1387 1.3047  0.27
H -1.5674 1.0668 0.2810  0.28
H -1.8001 -0.6699 -0.0521  0.25
H 0.0806 0.5206 -1.4531  0.22
H 2.1339 0.3124 -0.5832  0.31

Entry 9:
Entry from OMol25: 4 unconnected molecules or ions with the total composition C2H5NO at a distorted geometry (ωB97M-V/def2-TZVPD).

Summary:
- frontier orbital gap (eV) = 9.465
- net charge = 0
- E_HOMO (eV) = -9.5001
- E_LUMO (hartree) = -0.001

Each line ends with the Mulliken charge.
Positions of all 9 atoms, in Å:
C -1.1017 -0.1660 0.0420  -0.80
C 0.2618 0.5117 -0.0424  0.54
H -1.0667 -1.1778 -1.2363  0.22
H -2.1851 1.0032 -0.1380  0.26
H -1.0822 -0.7667 1.4356  0.23
H 1.3048 -1.1838 -0.0155  0.24
H 2.2669 0.2354 -0.1336  0.25
N 1.3756 -0.1716 0.0687  -0.34
O 0.2265 1.7156 0.0195  -0.59

Entry 10:
Entry from OMol25: a single C2H5NO2 molecule at a distorted geometry (ωB97M-V/def2-TZVPD).

Summary:
- frontier orbital gap (eV) = 9.465
- net charge = 0
- E_HOMO (eV) = -8.7981
- E_LUMO (hartree) = 0.025

Each line ends with the Mulliken charge.
Positions of all 10 atoms, in Å:
C -0.2500 0.0673 -1.3796  -0.46
C -0.3897 0.3946 1.2970  -0.27
N 0.5920 -0.3377 0.8525  0.05
O 0.7496 -0.4378 -0.5610  -0.27
O -0.4717 0.7143 2.5859  -0.27
H 0.1272 0.0379 -2.3465  0.27
H -1.2129 -0.6608 -1.4317  0.20
H -0.4381 1.0845 -1.0005  0.26
H 1.4855 -0.5951 1.1032  0.21
H 0.3621 0.5051 3.0693  0.28

Entry 11:
Entry from OMol25: a single C2H5NO2 molecule at a distorted geometry (ωB97M-V/def2-TZVPD).

Summary:
- frontier orbital gap (eV) = 10.467
- net charge = 0
- E_HOMO (eV) = -9.7184
- E_LUMO (hartree) = 0.027
- SMILES = NCC(=O)O

Each line ends with the Mulliken charge.
Positions of all 10 atoms, in Å:
C -0.0421 0.7458 0.2181  -0.67
C -0.3536 -0.1858 -0.8757  0.72
H 1.8819 0.0811 0.5693  0.24
H 0.7025 -0.1842 1.7461  0.27
H 0.0645 1.7167 -0.3137  0.28
H -0.9167 0.8557 0.7579  0.36
H -1.0345 -1.8639 -0.8702  0.30
N 1.0198 0.4294 1.0330  -0.49
O -0.3176 -0.3436 -2.0917  -0.57
O -1.0042 -1.2511 -0.1732  -0.46

Entry 12:
Entry from OMol25: a single C2H5NO2 molecule (ωB97M-V/def2-TZVPD).

Summary:
- frontier orbital gap (eV) = 10.535
- net charge = 0
- E_HOMO (eV) = -9.7949
- E_LUMO (hartree) = 0.027
- SMILES = NC(=O)CO

Each line ends with the Mulliken charge.
Positions of all 10 atoms, in Å:
N -1.1501 0.5246 0.9462  -0.40
C 0.0993 0.6213 0.3405  0.45
O 0.9645 1.2859 0.8777  -0.56
C 0.6694 -0.2745 -0.7866  -0.32
O -0.0768 -1.3792 -1.2140  -0.51
H -1.0904 0.8990 1.8854  0.25
H -2.0639 0.6472 0.5270  0.23
H 0.9327 0.3437 -1.6539  0.28
H 1.6339 -0.5940 -0.3591  0.27
H 0.0813 -2.0740 -0.5632  0.32

Entry 13:
Entry from OMol25: a single C2H5NO2 molecule at a distorted geometry (ωB97M-V/def2-TZVPD).

Summary:
- frontier orbital gap (eV) = 10.868
- net charge = 0
- E_HOMO (eV) = -10.3128
- E_LUMO (hartree) = 0.020
- SMILES = CN(O)C=O

Each line ends with the Mulliken charge.
Positions of all 10 atoms, in Å:
C -0.3140 -0.2116 0.9796  -0.98
C -0.2257 -0.3191 -1.3264  0.26
H -0.9563 0.6030 0.9883  0.42
H -0.0981 -0.3101 2.0212  0.34
H -1.0395 -1.0764 0.9058  0.33
H 2.0264 1.1053 0.3455  0.35
H 0.0986 0.4622 -2.2184  0.29
N 0.6016 -0.2682 -0.0332  -0.09
O 1.0603 1.1698 -0.1379  -0.46
O -1.1533 -1.1549 -1.5245  -0.47

Entry 14:
Entry from OMol25: a single C2H5NO2S molecule at a distorted geometry (ωB97M-V/def2-TZVPD).

Summary:
- frontier orbital gap (eV) = 10.025
- net charge = 0
- E_HOMO (eV) = -9.3625
- E_LUMO (hartree) = 0.024
- SMILES = CN(O)C(=O)S

Each line ends with the Mulliken charge.
Positions of all 11 atoms, in Å:
C -1.4137 0.6796 0.4758  -0.72
C 1.1114 -0.3294 -0.1522  0.56
N -0.2345 -0.1160 -0.2381  0.05
O -0.8660 -1.3290 -0.7182  -0.43
O 1.7126 -1.3422 -0.3798  -0.56
S 1.9434 1.2415 0.2426  -0.28
H -2.0844 0.8007 -0.4054  0.26
H -1.8008 -0.1142 1.1834  0.27
H -1.2340 1.5975 0.8439  0.39
H -0.2404 -1.9746 -0.5892  0.31
H 3.1063 0.8861 -0.2628  0.15

Entry 15:
Entry from OMol25: 2 unconnected molecules or ions with the total composition C2H5NO2S at a distorted geometry (ωB97M-V/def2-TZVPD).

Summary:
- frontier orbital gap (eV) = 10.064
- net charge = 0
- E_HOMO (eV) = -10.1000
- E_LUMO (hartree) = -0.001

Each line ends with the Mulliken charge.
Positions of all 11 atoms, in Å:
C -1.1137 1.0018 0.7065  0.16
C 0.0426 1.2537 1.5289  -0.76
N 1.7403 -1.8187 -2.0044  -0.45
O -0.6558 -2.4967 -1.8148  -0.47
O -1.1271 0.3936 -0.3662  -0.45
S 0.4939 -1.9232 -1.1614  0.62
H -2.0729 1.6389 0.9328  0.27
H -0.2205 1.4911 2.6052  0.31
H 0.2380 2.2643 1.1774  0.25
H 0.8715 0.5641 1.2528  0.24
H 1.8037 -2.3689 -2.8568  0.28

Entry 16:
Entry from OMol25: 2 unconnected molecules or ions with the total composition C2H5NO3 at a distorted geometry (ωB97M-V/def2-TZVPD).

Summary:
- frontier orbital gap (eV) = 10.219
- net charge = 0
- E_HOMO (eV) = -9.7042
- E_LUMO (hartree) = 0.019
- SMILES = O=C=O.NCO

Each line ends with the Mulliken charge.
Positions of all 11 atoms, in Å:
C -0.0861 -0.2691 0.6048  -0.04
C -0.4958 1.9638 -1.6666  0.86
N 1.1284 -0.8880 0.1548  -0.54
O -1.6216 1.5481 -1.7739  -0.44
O -0.7975 -1.2133 1.3830  -0.56
O 0.6134 2.4028 -1.6184  -0.40
H -0.7893 -0.0039 -0.2310  0.06
H -0.2952 -1.3129 2.2058  0.33
H 0.1157 0.6179 1.2116  0.22
H 1.0323 -1.0410 -0.8501  0.25
H 1.1956 -1.8044 0.5800  0.26

Entry 17:
Entry from OMol25: 2 unconnected molecules or ions with the total composition C2H5NO4 at a distorted geometry (ωB97M-V/def2-TZVPD).

Summary:
- frontier orbital gap (eV) = 10.879
- net charge = 0
- E_HOMO (eV) = -10.3666
- E_LUMO (hartree) = 0.019
- SMILES = O=C(O)OO.C=N

Each line ends with the Mulliken charge.
Positions of all 12 atoms, in Å:
C -0.1656 1.8221 -0.1655  -0.32
N 1.0068 1.3465 -0.1187  -0.44
C -0.4997 -1.1417 0.1374  0.65
O 0.3668 -1.2102 1.1935  -0.11
O 1.6596 -1.5859 0.8116  -0.30
O -1.7385 -1.0408 0.6111  -0.45
O -0.1937 -1.3476 -1.0040  -0.55
H 1.7686 -1.2281 -0.0947  0.34
H -2.3771 -1.1714 -0.1084  0.37
H 1.5154 1.3632 -1.0028  0.23
H -0.7333 1.8534 0.7599  0.30
H -0.6094 2.3405 -1.0195  0.27

Entry 18:
Entry from OMol25: 2 unconnected molecules or ions with the total composition C2H5NO4 at a distorted geometry (ωB97M-V/def2-TZVPD).

Summary:
- frontier orbital gap (eV) = 11.314
- net charge = 0
- E_HOMO (eV) = -10.7936
- E_LUMO (hartree) = 0.019
- SMILES = O=CNC(=O)O.O

Each line ends with the Mulliken charge.
Positions of all 12 atoms, in Å:
O 0.1765 -1.3594 1.4176  -0.57
C 0.5507 -0.2371 1.6881  0.11
N 0.0105 0.7587 0.8546  -0.05
C -0.8561 0.4980 -0.2014  0.57
O -1.4164 -0.6645 -0.4190  -0.53
O -1.0828 1.3901 -1.0263  -0.59
H 1.3571 0.0259 2.3335  0.40
H 0.1720 1.7213 1.0565  0.20
H -1.2451 -1.5372 0.1750  0.45
H 1.0847 0.5480 -2.0821  0.34
H 0.1321 -0.7171 -1.9904  0.35
O 1.1168 -0.4268 -1.8060  -0.67

Entry 19:
Entry from OMol25: a single C2H5NOS molecule at a distorted geometry (ωB97M-V/def2-TZVPD).

Summary:
- frontier orbital gap (eV) = 8.857
- net charge = 0
- E_HOMO (eV) = -8.4171
- E_LUMO (hartree) = 0.016
- SMILES = NC(=S)CO

Each line ends with the Mulliken charge.
Positions of all 10 atoms, in Å:
C -0.2196 0.2370 -0.0031  0.18
C 0.8782 -0.7794 0.2436  -0.35
H 1.1902 1.5765 0.2109  0.27
H -0.3973 2.2615 0.2919  0.26
H 0.9080 -0.7852 1.4591  0.23
H 0.6471 -1.9007 -0.0528  0.31
H 2.1916 -0.2531 -1.1413  0.33
N 0.2312 1.4561 0.0152  -0.34
O 2.1959 -0.3176 -0.1352  -0.55
S -1.7298 -0.3310 -0.0772  -0.34

Entry 20:
Entry from OMol25: a single C2H5NOS molecule at a distorted geometry (ωB97M-V/def2-TZVPD).

Summary:
- frontier orbital gap (eV) = 9.087
- net charge = 0
- E_HOMO (eV) = -8.9543
- E_LUMO (hartree) = 0.005
- SMILES = CO/C=N/S

Each line ends with the Mulliken charge.
Positions of all 10 atoms, in Å:
C 0.1630 1.6084 0.0039  -0.50
C 0.2777 -0.5629 -0.8801  0.21
H 0.2411 2.6879 -0.6973  0.20
H 0.7303 1.5552 1.0110  0.19
H -0.9073 0.9176 -0.0622  0.36
H 1.1323 -0.9901 -1.4285  0.37
H -0.9106 -2.4117 2.1877  0.17
N -0.7079 -0.8107 0.0598  -0.51
O 0.8156 0.6604 -0.8304  -0.30
S -0.8342 -2.6539 0.6361  -0.19

no.,total energy (eV)
1,-13698.828
2,-24532.388
3,-11083.543
4,-15175.180
5,-5685.703
6,-5690.583
7,-5691.590
8,-5692.550
9,-5687.147
10,-7735.652
11,-7739.532
12,-7739.808
13,-7736.586
14,-18572.913
15,-18573.516
16,-9787.642
17,-11831.845
18,-11835.011
19,-16527.145
20,-16522.798